Formula: C23H26N3OTi
Source: OMol25
Level of theory: ωB97M-V with the def2-TZVPD basis set

The geometry in XYZ format:
```
54
Properties=species:S:1:pos:R:3:forces:R:3
Ti -0.264 -1.216 -0.090 -0.1500 0.2225 0.6809
C -1.363 -1.756 1.886 0.0213 0.1304 -0.0955
C -0.302 -2.697 1.757 0.1374 -0.0904 -0.0791
C -0.309 -3.614 0.699 0.0303 0.0694 0.0140
C -1.238 -3.485 -0.323 0.1081 0.0317 -0.2029
C -2.281 -2.522 -0.204 0.0110 0.1099 -0.0913
C -2.393 -1.742 0.946 0.0956 0.0098 -0.0485
H -1.388 -1.063 2.714 0.0060 -0.0433 0.0476
H 0.471 -2.747 2.507 -0.0158 -0.0207 0.0323
H 0.474 -4.357 0.623 -0.0077 -0.0138 0.0299
H -1.197 -4.142 -1.180 -0.0432 -0.0214 0.0190
H -3.033 -2.445 -0.974 -0.0148 -0.0518 0.0146
H -3.205 -1.033 1.044 -0.0123 -0.0174 0.0070
C 2.450 0.485 1.561 0.0033 0.0130 0.0189
N 1.174 0.073 2.174 -0.0196 0.0522 0.0076
C 1.457 -0.506 3.483 -0.0472 0.0119 -0.0218
C 0.259 1.185 2.208 0.1053 -0.1059 -0.0361
C -0.027 1.911 3.355 -0.0314 0.0469 0.0584
C -0.895 2.995 3.304 -0.0395 0.0215 -0.0950
C -1.470 3.369 2.099 0.0332 -0.0251 0.0649
C -1.196 2.639 0.953 -0.0378 -0.0140 -0.0699
C -0.347 1.542 0.998 0.0750 0.0088 -0.1151
N -0.127 0.727 -0.143 -0.1220 -0.1462 -0.0336
C 0.370 1.284 -1.325 0.0520 0.1827 -0.0349
C 1.038 2.506 -1.408 -0.0172 0.0252 0.1114
C 1.593 2.922 -2.608 -0.0192 -0.0781 -0.0991
C 1.489 2.132 -3.745 0.0034 0.0904 0.1362
C 0.806 0.926 -3.675 -0.0287 -0.0917 -0.1481
C 0.254 0.506 -2.479 -0.0082 0.0077 0.0464
N -0.552 -0.708 -2.335 0.0061 -0.1476 0.0447
C -1.957 -0.330 -2.630 -0.0469 0.0514 -0.0447
C -0.141 -1.778 -3.259 0.0159 -0.0062 -0.1461
H 2.937 1.265 2.157 -0.0052 -0.0090 0.0094
H 2.287 0.871 0.557 -0.0075 -0.0141 -0.0134
H 3.119 -0.375 1.510 -0.0027 0.0009 -0.0157
H 2.009 0.180 4.136 0.0038 -0.0031 0.0073
H 2.076 -1.394 3.351 -0.0033 -0.0096 -0.0138
H 0.533 -0.785 3.990 -0.0034 -0.0090 0.0066
H 0.427 1.649 4.300 0.0110 -0.0115 -0.0086
H -1.114 3.553 4.205 0.0122 -0.0146 0.0201
H -2.140 4.216 2.053 -0.0026 0.0048 -0.0047
H -1.650 2.906 0.005 -0.0083 0.0148 0.0146
H 1.128 3.121 -0.522 0.0092 -0.0013 -0.0078
H 2.116 3.868 -2.651 0.0015 0.0043 -0.0009
H 1.926 2.452 -4.680 0.0000 -0.0001 -0.0068
H 0.705 0.328 -4.571 0.0101 -0.0183 0.0239
H -2.021 0.151 -3.609 0.0272 -0.0056 -0.0019
H -2.313 0.365 -1.871 0.0067 -0.0025 0.0012
H -2.589 -1.216 -2.642 0.0225 -0.0145 0.0160
H -0.343 -1.515 -4.301 -0.0123 0.0137 0.0169
H -0.700 -2.684 -3.035 -0.0013 0.0161 0.0335
H 0.923 -1.976 -3.150 -0.0031 -0.0039 0.0093
O 2.792 -2.198 -0.690 0.0714 0.0163 0.0394
C 1.742 -1.844 -0.480 -0.1682 -0.1658 -0.0968
```
Forces are in eV/Å.

Values from the calculation:
- frontier orbital gap (spin up / spin down) (hartree) = 0.25049 / 0.25449
- strongest force on any atom (eV/Å) = 0.732
- ΔE to the lowest compared entry with this formula, charge and spin (eV) = 0.0000
- net charge = +1

How positive or negative is each atom? The Löwdin charges in e answer that:
1 Ti 0.81
2 C -0.12
3 C -0.13
4 C -0.11
5 C -0.11
6 C -0.12
7 C -0.08
8 H 0.12
9 H 0.11
10 H 0.14
11 H 0.12
12 H 0.12
13 H 0.14
14 C -0.06
15 N -0.20
16 C -0.09
17 C -0.21
18 C -0.01
19 C -0.07
20 C -0.07
21 C -0.02
22 C -0.24
23 N -0.06
24 C -0.25
25 C -0.01
26 C -0.06
27 C -0.07
28 C -0.02
29 C -0.22
30 N -0.26
31 C -0.04
32 C -0.07
33 H 0.11
34 H 0.08
35 H 0.09
36 H 0.10
37 H 0.09
38 H 0.09
39 H 0.11
40 H 0.11
41 H 0.11
42 H 0.12
43 H 0.12
44 H 0.11
45 H 0.11
46 H 0.11
47 H 0.11
48 H 0.10
49 H 0.08
50 H 0.09
51 H 0.08
52 H 0.09
53 O 0.17
54 C -0.04


Formula: C23H26N4O10
Source: OMol25
Level of theory: ωB97M-V with the def2-TZVPD basis set

The geometry in XYZ format:
```
63
Properties=species:S:1:pos:R:3:forces:R:3
C 2.338 -2.404 -0.479 -0.0966 0.0238 -0.0386
C 2.406 -1.226 -1.403 0.2245 0.2798 -0.4508
C 2.813 -1.403 -2.727 -0.1542 0.5039 0.2763
C 2.855 -0.324 -3.603 0.0663 -0.1033 -0.1601
C 2.496 0.945 -3.181 -0.1007 -0.1470 0.5904
C 2.098 1.141 -1.859 0.2835 -0.4758 -0.5761
C 2.049 0.062 -0.983 -0.2905 0.0170 0.4350
C 1.595 0.282 0.459 0.0844 0.2399 -1.4111
N 0.663 1.426 0.573 0.2616 -0.1174 0.6104
C -0.698 1.086 0.545 0.2530 0.3333 -0.2861
O -1.362 1.032 1.534 -0.6039 0.1188 0.7781
O -1.245 0.961 -0.683 0.1189 -0.4452 -0.4226
C -1.151 -0.329 -1.311 -0.3705 -0.0246 -0.2861
C -2.465 -1.132 -1.225 0.1421 -0.6150 0.3395
N -3.024 -1.168 0.134 0.1391 0.4105 -0.7429
N -2.083 -2.477 -1.638 0.1467 0.3554 -0.4397
N -3.467 -0.672 -2.157 -0.1670 -0.1491 0.1408
H 1.297 -2.671 -0.294 -0.1032 -0.0899 0.1440
H 2.819 -2.213 0.476 0.0474 0.0433 0.1450
H 2.816 -3.266 -0.928 0.0800 -0.1680 -0.0908
H 3.083 -2.389 -3.069 0.0734 -0.1636 -0.0734
H 3.179 -0.478 -4.622 -0.0131 -0.0425 -0.0922
H 2.506 1.790 -3.849 0.0973 0.0686 -0.2137
H 1.829 2.132 -1.545 -0.1858 0.1256 0.2708
H 1.159 -0.630 0.854 -0.0829 -0.1373 0.2031
H 2.494 0.486 1.022 0.0766 0.1776 0.4723
H 0.790 1.841 1.487 0.0936 -0.0276 0.0665
H -0.341 -0.935 -0.916 0.1705 0.0606 0.2664
H -0.938 -0.148 -2.357 0.1757 0.0160 -0.1657
H -2.230 -1.330 0.745 -0.1466 0.0816 0.3733
H -3.332 -0.218 0.325 -0.0507 -0.0287 0.3749
H -2.905 -2.964 -1.966 -0.1303 -0.1450 0.2085
H -1.705 -2.971 -0.843 -0.0396 -0.2055 0.0297
H -3.204 -1.007 -3.073 -0.0203 0.1994 -0.1915
H -3.522 0.338 -2.177 0.0107 0.0924 -0.0017
O -6.980 -0.736 3.791 -0.1617 -0.0858 0.0417
C -7.118 -0.193 2.711 0.3183 0.1639 -0.1501
C -6.088 0.582 2.047 0.1107 -0.1086 0.3143
C -6.337 1.156 0.865 0.2977 -0.0580 0.2860
O -5.424 1.877 0.224 -0.1992 0.0230 -0.2595
C -7.671 1.028 0.186 -0.3156 -0.1470 0.0019
O -7.821 1.598 -0.878 0.1573 0.0812 -0.0431
C -8.701 0.235 0.837 0.0086 0.0798 -0.1219
C -8.448 -0.342 2.020 -0.2341 -0.0082 -0.1662
O -9.334 -1.080 2.676 0.0839 0.0112 0.0575
H -5.129 0.674 2.538 0.0074 0.0068 -0.0168
H -5.850 2.180 -0.600 -0.0193 0.0119 -0.0229
H -9.653 0.136 0.335 -0.0109 -0.0099 0.0166
H -8.891 -1.367 3.497 0.0307 -0.0037 0.0333
O 9.123 2.089 0.648 0.0032 0.0101 -0.1774
C 8.085 1.569 1.010 0.0116 0.0227 0.4014
C 7.697 1.410 2.401 0.1398 0.0716 -0.0625
C 6.538 0.809 2.698 0.1789 0.0860 0.1781
O 6.112 0.625 3.942 -0.0771 -0.0447 -0.0796
C 5.617 0.286 1.630 0.0016 -0.0046 -0.5162
O 4.588 -0.261 1.989 -0.0541 -0.0038 0.2491
C 5.991 0.461 0.241 -0.1686 -0.0856 0.0481
C 7.150 1.066 -0.059 -0.1840 -0.0947 -0.1715
O 7.566 1.267 -1.299 0.0815 0.0369 0.0754
H 8.368 1.787 3.159 -0.0115 -0.0128 0.0185
H 5.254 0.165 3.871 -0.0263 -0.0244 -0.0071
H 5.311 0.096 -0.518 0.0066 0.0111 -0.0186
H 8.429 1.717 -1.228 0.0352 0.0135 0.0095
```
Forces are in eV/Å.

Values from the calculation:
- frontier orbital gap (hartree) = 0.27322
- SMILES = Cc1ccccc1CNC(=O)OCC(N)(N)N.O=C1C=C(O)C(=O)C=C1O.O=C1C=C(O)C(=O)C=C1O
- strongest force on any atom (eV/Å) = 1.434
- net charge = 0

How positive or negative is each atom? The Löwdin charges in e answer that:
1 C -0.04
2 C -0.25
3 C -0.04
4 C -0.09
5 C -0.08
6 C -0.04
7 C -0.20
8 C -0.12
9 N 0.08
10 C -0.57
11 O 0.14
12 O 0.02
13 C -0.10
14 C -0.68
15 N 0.11
16 N 0.08
17 N 0.10
18 H 0.08
19 H 0.08
20 H 0.08
21 H 0.11
22 H 0.10
23 H 0.10
24 H 0.11
25 H 0.11
26 H 0.11
27 H 0.13
28 H 0.10
29 H 0.13
30 H 0.07
31 H 0.06
32 H 0.08
33 H 0.07
34 H 0.08
35 H 0.08
36 O 0.11
37 C -0.31
38 C 0.07
39 C -0.24
40 O 0.11
41 C -0.31
42 O 0.11
43 C 0.07
44 C -0.24
45 O 0.11
46 H 0.14
47 H 0.12
48 H 0.13
49 H 0.12
50 O 0.11
51 C -0.31
52 C 0.08
53 C -0.24
54 O 0.12
55 C -0.31
56 O 0.09
57 C 0.08
58 C -0.23
59 O 0.12
60 H 0.14
61 H 0.12
62 H 0.13
63 H 0.12


Formula: C23H26N4O3S
Source: OMol25
Level of theory: ωB97M-V with the def2-TZVPD basis set

The geometry in XYZ format:
```
57
Properties=species:S:1:pos:R:3:forces:R:3
O -0.703 -3.757 -1.353 -0.0269 0.0047 -0.1294
C -0.714 -3.545 -0.154 -0.2247 0.0466 0.0287
N -1.799 -3.476 0.628 0.0386 -0.1449 0.4660
C -3.152 -3.415 0.112 0.0826 -0.0219 -0.2069
C -3.552 -1.999 -0.155 -0.1310 0.1647 0.2175
C -3.559 -1.344 -1.347 -0.0334 -0.2483 0.1760
C -3.919 0.018 -1.229 -0.1128 0.2088 0.1022
C -4.169 0.382 0.052 -0.0342 -0.1395 0.2126
S -3.973 -0.928 1.145 0.0032 -0.1030 -0.5464
C 0.567 -3.243 0.630 0.3149 -0.0703 -0.0895
O 0.544 -3.021 1.829 -0.0432 0.0952 0.0868
N 1.651 -3.222 -0.158 0.0601 -0.3990 -0.2636
C 2.836 -2.491 0.201 0.0599 0.2216 0.0754
C 2.813 -1.101 -0.484 -0.0658 0.0524 0.0246
C 3.898 -0.209 0.038 -0.1530 -0.3702 0.6671
C 4.324 0.092 1.300 -0.2263 -0.2761 -0.5523
C 5.355 1.053 1.153 0.1658 0.2225 -0.4963
C 5.476 1.268 -0.184 0.3455 0.2836 0.7136
O 4.600 0.512 -0.866 -0.1529 -0.0795 -0.4309
N 1.469 -0.548 -0.385 0.1058 0.0835 -0.1453
C 1.082 0.006 0.898 -0.2421 0.0486 0.1705
C -0.446 0.153 0.933 0.3002 -0.1258 0.2782
N -0.916 0.982 -0.152 0.0554 -0.1314 -0.0812
C -1.181 2.327 0.038 -0.1448 0.1701 -0.0205
C -1.862 2.748 1.189 0.0456 -0.0600 0.1148
C -2.203 4.072 1.373 0.0261 0.0444 0.0261
C -1.889 5.024 0.417 -0.0248 0.1802 -0.0367
C -1.224 4.624 -0.728 -0.0744 0.1272 0.0647
C -0.870 3.301 -0.917 0.0840 -0.1762 -0.1151
C -0.445 0.467 -1.414 0.2155 0.1176 -0.2348
C 1.083 0.356 -1.449 -0.2941 0.0270 -0.1441
H -1.626 -3.228 1.596 0.1011 -0.0386 -0.1567
H -3.163 -3.976 -0.827 -0.1163 0.0263 0.1606
H -3.824 -3.886 0.834 0.0693 -0.0532 -0.1339
H -3.318 -1.822 -2.279 0.0735 -0.1551 -0.1653
H -3.985 0.694 -2.061 -0.0128 0.1687 -0.1356
H -4.450 1.345 0.429 -0.0458 0.2485 0.0262
H 1.452 -3.351 -1.145 -0.1098 0.0150 0.1619
H 3.730 -3.038 -0.108 -0.0205 0.0830 0.1107
H 2.834 -2.391 1.287 0.1063 -0.0256 -0.0599
H 3.001 -1.250 -1.554 -0.0018 0.0038 0.1049
H 3.960 -0.315 2.220 -0.1472 -0.1512 0.1723
H 5.920 1.514 1.936 0.1616 0.1421 0.1056
H 6.120 1.907 -0.754 0.0475 0.0486 -0.1595
H 1.384 -0.675 1.693 0.0179 0.0177 0.0703
H 1.545 0.992 1.076 -0.0030 -0.0802 0.0116
H -0.740 0.567 1.894 -0.0494 -0.0541 -0.0284
H -0.892 -0.841 0.825 -0.0121 0.0427 0.1098
H -2.145 2.027 1.940 -0.0291 -0.0856 0.0354
H -2.729 4.362 2.271 -0.0414 0.0090 0.0698
H -2.160 6.058 0.562 -0.0219 0.0858 0.0102
H -0.965 5.351 -1.484 0.0229 0.0433 -0.0552
H -0.333 3.037 -1.815 0.0542 -0.0592 -0.0472
H -0.818 1.078 -2.235 -0.0329 -0.0192 -0.0019
H -0.856 -0.544 -1.525 0.0441 0.0581 -0.0794
H 1.398 -0.059 -2.409 0.0208 0.0116 -0.0049
H 1.538 1.355 -1.329 0.0059 -0.0347 -0.0530
```
Forces are in eV/Å.

Values from the calculation:
- frontier orbital gap (hartree) = 0.29723
- SMILES = O=C(NCc1cccs1)C(=O)NC[C@H](c1ccco1)N1CCN(c2ccccc2)CC1
- strongest force on any atom (eV/Å) = 0.842
- ΔE to the lowest compared entry with this formula, charge and spin (eV) = 2.1754
- net charge = 0

How positive or negative is each atom? The Löwdin charges in e answer that:
1 O 0.07
2 C -0.41
3 N 0.08
4 C -0.17
5 C -0.52
6 C -0.14
7 C -0.19
8 C -0.42
9 S 1.03
10 C -0.41
11 O 0.06
12 N 0.09
13 C -0.10
14 C -0.22
15 C -0.24
16 C -0.02
17 C -0.06
18 C -0.12
19 O 0.05
20 N -0.12
21 C -0.14
22 C -0.13
23 N -0.09
24 C -0.23
25 C -0.05
26 C -0.10
27 C -0.11
28 C -0.10
29 C -0.03
30 C -0.14
31 C -0.14
32 H 0.14
33 H 0.13
34 H 0.12
35 H 0.12
36 H 0.11
37 H 0.06
38 H 0.14
39 H 0.13
40 H 0.12
41 H 0.15
42 H 0.11
43 H 0.10
44 H 0.12
45 H 0.11
46 H 0.13
47 H 0.12
48 H 0.10
49 H 0.10
50 H 0.10
51 H 0.09
52 H 0.10
53 H 0.10
54 H 0.12
55 H 0.12
56 H 0.13
57 H 0.13


Formula: C23H27AsClILaO2P
Source: OMol25
Level of theory: ωB97M-V with the def2-TZVPD basis set

The geometry in XYZ format:
```
57
Properties=species:S:1:pos:R:3:forces:R:3
C 0.198 -1.996 -2.478 1.0360 -2.4854 -1.1204
I 0.451 2.901 -1.805 -0.1619 -0.1023 -0.2035
H -0.699 -2.640 -2.417 -0.2930 0.8683 -0.3008
H 0.776 -2.129 -1.540 -0.1901 0.8912 -0.2737
H 0.816 -2.334 -3.311 -0.1331 0.2866 0.0610
La -0.812 0.082 -1.442 -0.6511 1.3826 1.6357
P -0.133 0.225 -4.444 -0.3781 -0.0635 -3.6378
C 1.346 0.776 -5.363 0.8204 -0.1613 1.0394
C -0.742 -1.104 -5.543 -0.0669 -0.5550 0.8112
H -2.231 1.442 -4.399 -0.0680 0.1278 -0.2446
H -1.464 1.500 -6.021 0.1375 -0.2421 0.2014
H -0.865 2.537 -4.673 0.0009 -0.1519 -0.0220
C -1.287 1.565 -4.941 -0.5130 0.2989 1.2164
H -1.682 -1.489 -5.128 0.1137 0.0304 -0.2498
H -0.911 -0.693 -6.549 0.1256 -0.0661 0.3572
H 1.096 0.933 -6.422 -0.2525 -0.1849 0.3500
H 2.140 0.027 -5.282 -0.0214 0.1311 -0.1592
H -0.016 -1.924 -5.576 -0.1756 0.1426 -0.1302
H 1.710 1.712 -4.929 -0.0093 -0.0780 -0.1105
C 1.971 0.194 -2.370 3.5575 0.9728 1.1945
O 3.078 0.433 -2.190 -2.8080 -0.8292 -0.6812
Cl -3.310 -0.485 -1.962 -0.1258 -0.0045 -0.1379
O 0.154 -0.584 0.423 0.0340 0.1738 0.7043
As 0.042 -0.222 2.129 0.0094 0.5099 -1.6251
C -0.417 1.673 2.088 -0.0557 0.0402 0.3319
C -1.752 2.075 1.928 0.1142 0.1510 -0.2082
C -2.049 3.436 1.766 0.0118 -0.2387 -0.0052
C -1.028 4.390 1.798 0.0482 -0.2101 -0.1043
C 0.299 3.984 1.955 0.0464 -0.2460 -0.0131
C 0.608 2.628 2.122 -0.1150 -0.0009 -0.1906
C -1.448 -1.377 2.581 0.1840 -0.5904 0.6749
C -2.625 -1.348 1.814 0.0461 0.0094 -0.0189
C -3.655 -2.259 2.078 0.3247 0.1621 -0.0219
C -3.510 -3.211 3.094 0.3140 0.2203 0.0524
C -2.326 -3.256 3.842 0.0497 0.1375 -0.1375
C -1.290 -2.346 3.584 -0.3028 0.0579 -0.0853
C 1.889 -0.439 2.663 0.0960 -0.4295 0.8712
C 2.213 -0.998 3.911 0.2292 0.0557 -0.2694
C 3.557 -1.240 4.232 -0.1943 0.1088 -0.0845
C 4.572 -0.881 3.337 -0.3237 0.0537 -0.0448
C 4.248 -0.276 2.117 -0.3889 -0.0052 0.0936
C 2.906 -0.064 1.773 -0.0334 -0.0611 -0.1478
H -2.554 1.334 1.923 0.1539 0.3045 0.0800
H -3.084 3.745 1.603 0.3281 -0.0992 0.1670
H -1.264 5.450 1.689 0.0563 -0.3516 0.0081
H 1.106 4.718 1.928 -0.2672 -0.2123 0.1499
H 1.646 2.317 2.250 -0.2637 0.1375 0.0130
H -2.757 -0.637 0.990 -0.0090 -0.2604 0.3333
H -4.564 -2.224 1.471 0.3453 -0.0139 0.2489
H -4.319 -3.916 3.297 0.3134 0.2263 -0.0558
H -2.201 -4.008 4.626 -0.0423 0.3044 -0.3119
H -0.357 -2.393 4.148 -0.3711 -0.0993 -0.0776
H 1.418 -1.238 4.618 0.3558 -0.0227 -0.0918
H 3.807 -1.712 5.185 -0.0952 0.2184 -0.3341
H 5.619 -1.066 3.590 -0.3753 0.0550 -0.0591
H 5.036 0.029 1.424 -0.2883 -0.1221 0.2483
H 2.650 0.383 0.808 0.1219 -0.1711 0.3147
```
Forces are in eV/Å.

Values from the calculation:
- frontier orbital gap (spin up / spin down) (hartree) = 0.16003 / 0.16015
- strongest force on any atom (eV/Å) = 3.877
- net charge = +2

How positive or negative is each atom? The Löwdin charges in e answer that:
1 C -0.14
2 I 0.36
3 H 0.05
4 H 0.03
5 H 0.03
6 La 1.08
7 P 0.80
8 C -0.22
9 C -0.23
10 H 0.04
11 H 0.08
12 H 0.02
13 C -0.24
14 H 0.06
15 H 0.08
16 H 0.09
17 H 0.07
18 H 0.06
19 H 0.05
20 C -0.24
21 O 0.10
22 Cl -0.22
23 O -0.75
24 As 1.35
25 C -0.32
26 C -0.10
27 C -0.05
28 C -0.06
29 C -0.07
30 C -0.11
31 C -0.29
32 C -0.12
33 C -0.04
34 C -0.04
35 C -0.04
36 C -0.08
37 C -0.30
38 C -0.08
39 C -0.05
40 C -0.04
41 C -0.05
42 C -0.10
43 H 0.09
44 H 0.12
45 H 0.12
46 H 0.12
47 H 0.10
48 H 0.05
49 H 0.12
50 H 0.12
51 H 0.12
52 H 0.09
53 H 0.10
54 H 0.12
55 H 0.12
56 H 0.12
57 H 0.09